Below is 7 unconnected molecules or ions with the total composition C26H61N7O8P, with properties calculated with ωB97M-V with the def2-TZVPD basis set.

Structure (XYZ):
```
103
Properties=species:S:1:pos:R:3:lowdin_charge:R:1
C 4.04 -2.30 3.31 -0.084
C 3.01 -1.87 2.25 -0.621
C 2.93 -2.80 1.04 -0.079
N 2.31 -0.86 2.34 -0.121
P 0.68 -1.05 3.31 0.379
C -0.23 0.21 2.20 -0.370
C -1.55 -0.37 1.65 -0.269
C -2.72 -0.21 2.64 -0.194
C -3.37 -1.50 3.07 -0.180
O -3.61 -2.41 1.97 -0.043
C -4.65 -3.19 2.26 -0.458
O -4.55 -4.23 2.72 0.141
H 5.01 -2.12 2.87 0.046
H 3.90 -3.34 3.59 0.058
H 3.87 -1.70 4.19 0.053
H 3.91 -3.22 0.80 0.046
H 2.21 -3.58 1.25 0.061
H 2.59 -2.20 0.20 0.053
H 0.33 -2.15 2.41 -0.024
H 1.27 -2.05 4.21 -0.070
H 1.14 -0.02 4.23 -0.060
H -0.58 -1.22 4.07 -0.055
H -0.47 1.11 2.78 0.061
H 0.38 0.52 1.35 0.049
H -1.79 0.23 0.78 0.079
H -1.38 -1.40 1.33 0.077
H -2.32 0.26 3.53 0.063
H -3.47 0.48 2.24 0.093
H -4.35 -1.24 3.50 0.114
H -2.80 -1.97 3.86 0.113
H -5.65 -2.80 2.02 0.140
C -4.40 2.70 0.52 -0.018
C -3.25 2.76 -0.46 -0.554
O -2.12 3.07 -0.11 0.017
N -3.51 2.44 -1.75 0.019
C -4.78 2.04 -2.33 -0.075
H -4.04 2.97 1.51 0.080
H -5.17 3.42 0.24 0.078
H -4.82 1.70 0.56 0.074
H -2.70 2.50 -2.34 0.102
H -4.66 1.06 -2.76 0.050
H -5.05 2.75 -3.12 0.084
H -5.57 2.01 -1.59 0.070
C -1.42 1.54 7.33 -0.007
C -2.65 1.41 6.47 -0.535
O -2.61 1.58 5.27 0.043
N -3.83 1.10 7.10 0.001
C -4.06 0.87 8.51 -0.091
H -0.57 1.79 6.70 0.086
H -1.55 2.34 8.07 0.078
H -1.21 0.60 7.84 0.086
H -4.61 1.03 6.47 0.134
H -4.45 -0.14 8.65 0.079
H -4.79 1.59 8.88 0.076
H -3.14 0.97 9.08 0.068
C 7.98 -5.74 1.47 -0.017
C 7.31 -4.72 2.37 -0.552
O 6.22 -4.91 2.87 0.043
N 7.97 -3.55 2.61 0.006
C 9.27 -3.14 2.10 -0.087
H 7.33 -6.60 1.38 0.080
H 8.14 -5.32 0.48 0.081
H 8.93 -6.05 1.90 0.078
H 7.47 -2.92 3.21 0.134
H 9.94 -2.95 2.94 0.079
H 9.15 -2.22 1.53 0.082
H 9.70 -3.90 1.47 0.067
C 0.04 4.70 -2.52 -0.001
C -0.69 4.14 -3.72 -0.534
O -1.90 3.94 -3.70 0.015
N 0.04 3.85 -4.83 0.005
C 1.47 4.01 -5.03 -0.080
H -0.68 4.86 -1.72 0.076
H 0.79 3.99 -2.17 0.094
H 0.52 5.64 -2.78 0.083
H -0.51 3.48 -5.59 0.133
H 1.64 4.68 -5.87 0.073
H 1.91 3.04 -5.26 0.081
H 1.95 4.42 -4.15 0.077
C -5.13 -2.50 -1.74 0.002
C -5.84 -1.72 -2.83 -0.529
O -6.05 -0.52 -2.73 0.017
N -6.23 -2.41 -3.94 0.002
C -6.06 -3.82 -4.23 -0.082
H -4.87 -1.82 -0.93 0.082
H -5.77 -3.28 -1.35 0.085
H -4.21 -2.94 -2.13 0.091
H -6.70 -1.83 -4.62 0.136
H -5.48 -3.93 -5.14 0.080
H -7.04 -4.28 -4.37 0.079
H -5.55 -4.33 -3.42 0.072
C 5.56 2.68 -6.87 -0.010
C 4.65 3.84 -7.18 -0.557
O 4.47 4.76 -6.40 0.028
N 4.01 3.83 -8.39 0.004
C 4.08 2.83 -9.43 -0.080
H 6.00 2.83 -5.89 0.084
H 5.00 1.75 -6.87 0.085
H 6.37 2.63 -7.60 0.083
H 3.41 4.63 -8.53 0.137
H 4.45 3.29 -10.35 0.081
H 3.09 2.42 -9.62 0.082
H 4.75 2.02 -9.16 0.071
```

Computed properties:
E: -64048.346 eV
HOMO level: -2.38 eV
HOMO-LUMO gap: 0.1526 hartree
LUMO level: 1.78 eV
charge: -1
F_max: 5.52 eV Å⁻¹